Record 1
A single C5H9N3 molecule in a non-equilibrium geometry. Source: the Open Molecules 2025 dataset; level of theory: ωB97M-V with the def2-TZVPD basis set.

Its SMILES is C[C@H]1C[C@]1(N)N=C=N. For the total energy, the calculation gives -9799.1672 eV. The energy above the lowest of the compared OMol25 structures with the same formula, charge and spin comes out at 53.03 kcal/mol. For the HOMO energy, the calculation gives -8.058 eV. As for the HOMO-LUMO gap: 8.95 eV.

Element x y z (Å)
C: 1.32410 -1.54965 0.35418
C: 0.85346 -0.21028 -0.14028
C: 0.00541 -0.11970 -1.36950
C: -0.85018 0.04600 -0.15131
N: -1.69775 -0.98620 0.21784
N: -1.25042 1.31620 0.28524
C: -0.43577 2.18954 0.57090
N: 0.06328 3.08898 1.22284
H: 2.13444 -1.94780 -0.26446
H: 0.51417 -2.28034 0.33729
H: 1.67869 -1.47656 1.38250
H: 1.57361 0.59024 -0.01833
H: 0.12648 0.76105 -1.98944
H: -0.17498 -1.03167 -1.93212
H: -2.35167 -1.31074 -0.48023
H: -2.01606 -0.96732 1.17662
H: 0.50315 3.88826 0.79825



Record 2
A molecular structure, C5H9N3 in a non-equilibrium geometry. Source: the Open Molecules 2025 dataset; level of theory: ωB97M-V with the def2-TZVPD basis set.

For the total energy, the calculation gives -9796.4989 eV. The energy above the lowest of the compared OMol25 structures with the same formula, charge and spin comes out at 114.56 kcal/mol. For the HOMO energy, the calculation gives -7.639 eV. As for the HOMO-LUMO gap: 8.08 eV.

Element x y z (Å)
C: -1.75733 -0.67179 0.08964
C: 0.54756 0.46519 -1.17787
C: 1.04800 -0.37578 -0.07965
C: -0.62773 0.25529 0.38664
N: 2.00224 0.32559 0.72543
C: -0.65265 1.28217 1.22577
N: -0.08126 0.73104 -2.18285
N: 1.13825 -1.69177 -0.16012
H: 2.22401 -0.27068 1.51749
H: 2.84831 0.49039 0.19244
H: 0.41629 0.88828 -3.05573
H: 0.39170 -2.11843 -0.70173
H: -1.98335 -0.69064 -0.98042
H: -2.65737 -0.34351 0.61099
H: -1.52435 -1.68652 0.41398
H: 0.22315 1.89181 1.39739
H: -1.55547 1.51936 1.77860



Record 3
A single C5H9N3 molecule in a non-equilibrium geometry. Source: the Open Molecules 2025 dataset; level of theory: ωB97M-V with the def2-TZVPD basis set.

Its SMILES is N[C@]12CC=NN[C@H]1C2. For the total energy, the calculation gives -9794.8532 eV. The energy above the lowest of the compared OMol25 structures with the same formula, charge and spin comes out at 152.52 kcal/mol. For the HOMO energy, the calculation gives -8.349 eV. As for the HOMO-LUMO gap: 9.23 eV.

Element x y z (Å)
N: 0.22664 -2.19471 0.61367
C: 0.45770 -0.70081 0.46597
C: -0.78208 0.19639 1.15819
C: -1.55065 0.70119 0.12928
N: -1.19895 1.16877 -1.00727
N: 0.12990 1.18776 -1.24094
C: 0.85021 -0.02973 -0.87342
C: 1.57008 0.14233 0.60294
H: 0.89984 -2.87726 0.11860
H: 0.47853 -2.35251 1.48869
H: -1.48433 -0.53842 1.72062
H: -0.16407 0.99360 1.76517
H: -2.58442 0.59966 0.25769
H: 0.09760 0.82985 -2.34605
H: 1.44960 -0.69726 -1.68277
H: 2.60216 -0.37803 0.45798
H: 1.33037 1.43131 0.76408



Record 4
A single C5H9N3 molecule in a non-equilibrium geometry. Source: the Open Molecules 2025 dataset; level of theory: ωB97M-V with the def2-TZVPD basis set.

Its SMILES is CNc1ccc(N)[nH]1. For the total energy, the calculation gives -9798.0621 eV. The energy above the lowest of the compared OMol25 structures with the same formula, charge and spin comes out at 78.52 kcal/mol. For the HOMO energy, the calculation gives -7.084 eV. As for the HOMO-LUMO gap: 8.03 eV.

Element x y z (Å)
C: 0.98189 1.41568 -2.15619
N: 0.05878 1.61586 -1.02630
C: 0.07144 0.46315 -0.25051
C: 0.60049 -0.87208 -0.47433
C: 0.13569 -1.57360 0.65448
C: -0.46649 -0.67371 1.50451
N: -1.50469 -0.97198 2.50446
N: -0.44207 0.57685 0.97681
H: 0.74876 0.15820 -2.50000
H: 0.78573 2.09015 -3.14375
H: 1.94802 1.43242 -1.61419
H: -0.87860 1.94830 -1.21350
H: 1.27237 -1.06646 -1.40230
H: 0.23512 -2.57625 1.00219
H: -0.93580 -1.09754 3.41924
H: -1.73790 -2.10641 2.24649
H: -0.87274 1.23744 1.47290



Record 5
A single C5H9N3 molecule in a non-equilibrium geometry. Source: the Open Molecules 2025 dataset; level of theory: ωB97M-V with the def2-TZVPD basis set.

Its SMILES is CNn1cccc1N. For the total energy, the calculation gives -9797.6430 eV. The energy above the lowest of the compared OMol25 structures with the same formula, charge and spin comes out at 88.18 kcal/mol. For the HOMO energy, the calculation gives -7.829 eV. As for the HOMO-LUMO gap: 8.70 eV.

Element x y z (Å)
C: -2.48982 -0.13238 0.54705
N: -1.56625 -0.64389 -0.51002
N: -0.13604 -0.39990 -0.36755
C: 0.64168 -1.43676 -0.01770
C: 1.93784 -1.09157 0.28870
C: 1.93460 0.37589 0.09467
C: 0.68556 0.82712 -0.10552
N: -0.00445 2.01991 -0.11543
H: -3.51890 -0.49797 0.28318
H: -2.28614 0.82712 0.89503
H: -2.21235 -0.91875 1.29593
H: -1.89619 -0.00280 -1.38122
H: -0.00642 -2.32340 -0.18203
H: 2.81531 -1.51579 0.30592
H: 2.65538 1.10925 0.49312
H: -0.45801 2.47437 0.80172
H: 0.59537 2.76140 -0.40382



Record 6
A gas-phase ion, C5H9N3 (charge +2) in a non-equilibrium geometry. Source: the Open Molecules 2025 dataset; level of theory: ωB97M-V with the def2-TZVPD basis set.

The net charge is +2. For the total energy, the calculation gives -9777.4200 eV. The energy above the lowest of the compared OMol25 structures with the same formula, charge and spin comes out at 116.53 kcal/mol. For the HOMO energy, the calculation gives -20.889 eV. As for the HOMO-LUMO gap: 8.78 eV.

Element x y z (Å)
C: 0.86866 -0.68432 -1.22528
C: -0.35053 -0.95587 -0.52167
C: 1.32077 0.97082 0.24351
C: 2.28402 2.07319 0.39768
C: -2.57008 -1.25576 0.37485
N: 1.65977 0.26158 -0.91423
N: 0.19611 0.71008 0.79789
N: -1.38694 -1.68029 -0.40633
H: 1.18882 -1.19795 -2.06349
H: 2.38173 2.52201 -0.56242
H: 3.22931 1.74425 0.49510
H: 2.05414 2.70562 1.15113
H: -3.37999 -1.24014 -0.38092
H: -2.89854 -2.07903 0.87763
H: -2.47025 -0.50865 1.14281
H: -0.46883 1.19272 1.37028
H: -1.65818 -2.57828 -0.77653



Record 7
A gas-phase ion, C5H9N3 (charge +2) in a non-equilibrium geometry. Source: the Open Molecules 2025 dataset; level of theory: ωB97M-V with the def2-TZVPD basis set.

The net charge is +2. Its SMILES is [H]/N=[N+]1/C=[NH+]C(C)=C1C. For the total energy, the calculation gives -9778.7212 eV. The energy above the lowest of the compared OMol25 structures with the same formula, charge and spin comes out at 86.52 kcal/mol. For the HOMO energy (alpha / beta), the calculation gives -19.070 / -19.033 eV. As for the HOMO-LUMO gap (alpha / beta): 6.79 / 6.34 eV.

Element x y z (Å)
H: -0.40848 -0.67360 -2.88809
N: -1.17821 -0.83843 -2.23333
N: -0.94686 -0.50591 -1.07948
C: -1.94087 -0.66916 -0.03706
N: -1.39187 -0.28195 1.06540
C: 0.02683 0.13138 0.90147
C: 0.76277 0.67606 1.94493
C: 0.23066 -0.07874 -0.45608
C: 1.43802 0.13948 -1.24314
H: -2.96874 -1.17535 -0.18356
H: -1.93347 -0.14020 1.94730
H: 1.83660 0.34565 2.06945
H: 0.31149 0.72236 3.03071
H: 1.15257 1.75423 1.74786
H: 2.13292 0.75583 -0.66385
H: 1.07306 0.65782 -2.14436
H: 1.80357 -0.81947 -1.77817



Record 8
A molecular structure, C5H9N3O in a non-equilibrium geometry. Source: the Open Molecules 2025 dataset; level of theory: ωB97M-V with the def2-TZVPD basis set.

For the total energy, the calculation gives -11844.7525 eV. The energy above the lowest of the compared OMol25 structures with the same formula, charge and spin comes out at 107.36 kcal/mol. For the HOMO energy (alpha / beta), the calculation gives -7.833 / -7.835 eV. As for the HOMO-LUMO gap (alpha / beta): 7.29 / 7.29 eV.

Element x y z (Å)
C: 1.20946 -1.67476 -0.86082
C: 0.86966 0.88607 0.13329
C: 0.61876 -1.07285 0.40437
C: -0.46543 1.06456 -0.09192
N: -1.12142 2.16950 -0.55570
N: -1.66660 -0.34103 1.51189
C: -1.13491 -0.19674 0.21529
N: 2.05653 1.19139 -0.13716
O: 0.73113 -1.63173 1.47457
H: -0.57604 2.95825 -0.86944
H: -2.01296 2.39920 -0.13907
H: 2.15350 1.73781 -0.99958
H: -1.00188 -0.05088 2.22570
H: -1.92415 -1.30281 1.71297
H: -1.80107 -0.60707 -0.54845
H: 0.79614 -2.68058 -0.96726
H: 0.97738 -1.09086 -1.75066
H: 2.29191 -1.75745 -0.75803



Record 9
2 unconnected molecules or ions with the total composition C5H9N3O2 in a non-equilibrium geometry. Source: the Open Molecules 2025 dataset; level of theory: ωB97M-V with the def2-TZVPD basis set.

Its SMILES is O=c1cc[nH]c(=O)[nH]1.CN. For the total energy, the calculation gives -13894.7224 eV. The energy above the lowest of the compared OMol25 structures with the same formula, charge and spin comes out at 42.87 kcal/mol. For the HOMO energy, the calculation gives -8.915 eV. As for the HOMO-LUMO gap: 9.16 eV.

Element x y z (Å)
O: -4.04058 -1.16569 0.46780
C: -3.11302 -0.52699 0.11979
C: -2.97421 0.93771 -0.00300
C: -1.66923 1.47685 0.03316
N: -0.60768 0.64556 0.02827
C: -0.59487 -0.73915 -0.06954
O: 0.24946 -1.50912 -0.45970
N: -1.79541 -1.25899 0.14840
H: -3.92381 1.61375 -0.25049
H: -1.30355 2.53358 -0.28622
H: 0.38453 1.04537 0.03796
H: -2.02997 -2.22426 -0.02822
C: 2.69733 -0.18797 -0.33677
N: 3.50785 -0.30167 0.81960
H: 1.81893 0.42607 -0.14323
H: 3.22124 0.29912 -1.24139
H: 2.27339 -1.15253 -0.76082
H: 4.55037 -0.53542 0.59946
H: 3.34925 0.62375 1.32493



Record 10
A single C5H9N3O2S molecule in a non-equilibrium geometry. Source: the Open Molecules 2025 dataset; level of theory: ωB97M-V with the def2-TZVPD basis set.

Its SMILES is Cc1c(S(N)(=O)=O)cnn1C. For the total energy, the calculation gives -24728.6232 eV. The energy above the lowest of the compared OMol25 structures with the same formula, charge and spin comes out at 43.94 kcal/mol. For the HOMO energy, the calculation gives -8.907 eV. As for the HOMO-LUMO gap: 9.51 eV.

Element x y z (Å)
C: -0.63942 -1.94782 -0.30676
C: -0.63526 -0.51198 -0.00038
C: 0.59420 0.38999 0.43136
S: 2.23733 -0.31669 0.24374
N: 2.97481 1.12275 -0.26818
O: 2.67913 -0.69689 1.60402
O: 2.29024 -1.26705 -0.88001
C: 0.13010 1.68832 0.60963
N: -1.23518 1.71439 0.38644
N: -1.54838 0.45789 0.03121
C: -2.97767 0.29614 -0.21297
H: -1.26511 -2.45618 0.43539
H: -0.97822 -2.27803 -1.34544
H: 0.46381 -2.30552 -0.17552
H: 3.35773 1.77819 0.39393
H: 3.82968 0.77156 -0.82693
H: 0.88225 2.46148 0.74938
H: -3.50263 0.91929 0.55486
H: -3.13204 0.90756 -1.13711
H: -3.52537 -0.72740 -0.28667